Entry 1:
This record from the Open Molecules 2025 dataset describes a structure of composition C30H26NOsP2SbSe4 at a distorted geometry. The level of theory is the ωB97M-V functional and the def2-TZVPD basis.

Each line ends with the natural charge from an NBO analysis.
CARTESIAN COORDINATES (ANGSTROEM)
1 Os 0.5881 0.7462 0.9380  0.211
2 C -0.0126 1.3042 -2.4638  -0.712
3 P 1.7260 1.8794 -2.1648  0.835
4 C 1.5840 2.2605 -0.3610  -0.306
5 C 2.5687 1.6768 0.4735  -0.256
6 C 2.3819 1.6242 1.8841  -0.191
7 C 1.2776 2.2508 2.4916  -0.261
8 C 0.3299 2.8811 1.6554  -0.181
9 C 0.4624 2.8942 0.2506  -0.260
10 C 1.7165 3.5343 -2.9530  -0.251
11 C 1.3571 4.7414 -2.3579  -0.243
12 C 1.3868 5.9237 -3.0846  -0.192
13 C 1.7671 5.9161 -4.4180  -0.205
14 C 2.1328 4.7217 -5.0217  -0.204
15 C 2.1178 3.5444 -4.2903  -0.231
16 C -0.2079 -0.0935 -1.9783  0.088
17 C -0.6270 -1.2039 -2.6797  -0.294
18 C -0.6261 -2.2957 -1.7787  -0.290
19 C -0.2040 -1.8047 -0.5665  0.085
20 C -0.0042 -2.4687 0.7684  -0.742
21 P 1.2755 -1.4123 1.5271  1.253
22 C 1.5087 -1.7089 3.2956  -0.418
23 C 0.3868 -1.7738 4.1162  -0.129
24 C 0.5282 -1.8609 5.4915  -0.197
25 C 1.7932 -1.8736 6.0600  -0.192
26 C 2.9170 -1.7913 5.2501  -0.211
27 C 2.7790 -1.7056 3.8725  -0.202
28 C 2.7614 -2.0603 0.6984  -0.391
29 C 3.3519 -3.2400 1.1561  -0.136
30 C 4.3999 -3.8165 0.4572  -0.233
31 C 4.8580 -3.2326 -0.7166  -0.190
32 C 4.2509 -2.0838 -1.1983  -0.197
33 C 3.2028 -1.5032 -0.4978  -0.196
34 N 0.0740 -0.4597 -0.6886  -0.515
35 H -0.7345 2.0049 -2.0340  0.224
36 H -0.1531 1.3284 -3.5462  0.254
37 H 3.4153 1.1769 0.0267  0.262
38 H 3.0915 1.0816 2.4954  0.254
39 H 1.1047 2.2018 3.5558  0.289
40 H -0.5648 3.3043 2.0945  0.263
41 H -0.3408 3.3038 -0.3441  0.251
42 H 1.0641 4.7800 -1.3182  0.210
43 H 1.1092 6.8533 -2.6048  0.216
44 H 1.7863 6.8391 -4.9825  0.217
45 H 2.4411 4.7078 -6.0590  0.218
46 H 2.4269 2.6173 -4.7609  0.218
47 H -0.9022 -1.2216 -3.7227  0.215
48 H -0.8984 -3.3174 -1.9910  0.218
49 H -0.9078 -2.4560 1.3856  0.244
50 H 0.3457 -3.4968 0.6731  0.251
51 H -0.6061 -1.7304 3.6911  0.222
52 H -0.3549 -1.8955 6.1156  0.225
53 H 1.9043 -1.9348 7.1347  0.219
54 H 3.9056 -1.7891 5.6905  0.218
55 H 3.6627 -1.6333 3.2513  0.221
56 H 2.9933 -3.7121 2.0625  0.213
57 H 4.8541 -4.7270 0.8256  0.219
58 H 5.6754 -3.6852 -1.2628  0.218
59 H 4.5781 -1.6415 -2.1303  0.221
60 H 2.6957 -0.6444 -0.9157  0.237
61 Se -3.0368 -0.7334 3.1752  -0.247
62 Sb -2.6545 1.7438 3.5351  1.029
63 Se -1.8571 0.3320 1.3776  -0.076
64 Se -4.1616 3.3311 2.6797  -0.558
65 Se -1.0809 2.1706 5.2528  -0.613

Forces on atoms 1 to 2 (eV/Å):
1.1 -0.1 0.3
0.0 0.0 0.0

Its net charge is 0. For the HOMO energy, the calculation gives -7.6 eV.

=====

Entry 2:
This record from the Open Molecules 2025 dataset describes an isolated molecule of C30H26O5S at a distorted geometry. The level of theory is the ωB97M-V functional and the def2-TZVPD basis.

Each line ends with the natural charge from an NBO analysis.
CARTESIAN COORDINATES (ANGSTROEM)
1 C -1.4811 4.1439 2.0417  -0.630
2 C -1.9598 3.0567 1.1197  -0.075
3 O -0.8311 2.1271 0.8905  -0.520
4 C -0.9806 1.3907 -0.2311  0.811
5 O -1.9261 1.5372 -0.9890  -0.597
6 C 0.1270 0.3603 -0.4702  -0.516
7 C -0.1363 -0.9985 0.1676  -0.221
8 C 0.8354 -1.1500 1.3295  0.020
9 C 2.2008 -1.0734 1.0190  -0.226
10 C 3.1675 -1.1381 2.0037  -0.245
11 C 2.7775 -1.2942 3.3510  0.309
12 O 3.7869 -1.4369 4.2524  -0.499
13 C 3.4711 -1.7902 5.6154  -0.255
14 C 1.4020 -1.3328 3.6779  -0.328
15 C 0.4501 -1.3352 2.6546  -0.135
16 C -1.6470 -1.0656 0.4519  0.092
17 C -2.4046 -0.4486 1.4339  -0.258
18 C -3.8051 -0.5304 1.3560  -0.208
19 C -4.4289 -1.2868 0.3524  -0.203
20 C -3.6700 -1.9992 -0.5731  -0.184
21 C -2.2815 -1.8590 -0.5263  -0.049
22 C -1.2663 -2.5531 -1.3151  -0.053
23 C -1.4402 -3.6100 -2.1993  -0.195
24 C -0.3062 -4.2962 -2.6360  -0.197
25 C 0.9515 -3.9790 -2.1077  -0.216
26 C 1.1094 -2.9333 -1.1914  -0.197
27 C 0.0144 -2.1593 -0.8528  0.106
28 S 0.4495 0.2988 -2.2974  2.147
29 O 1.7385 -0.3755 -2.3789  -0.961
30 O -0.7008 -0.2264 -2.9920  -0.912
31 C 0.7663 1.9316 -2.9529  -0.263
32 C -0.2677 2.7080 -3.4841  -0.197
33 C 0.0356 3.9085 -4.1389  -0.210
34 C 1.3681 4.3272 -4.2539  -0.185
35 C 2.4022 3.5397 -3.7295  -0.221
36 C 2.1004 2.3351 -3.0891  -0.199
37 H -2.3399 4.7139 2.4060  0.218
38 H -0.9241 3.7569 2.8981  0.220
39 H -0.8413 4.8353 1.4879  0.213
40 H -2.7994 2.4980 1.5581  0.190
41 H -2.2652 3.4590 0.1487  0.211
42 H 1.0667 0.8188 -0.1293  0.269
43 H 2.5287 -0.9314 -0.0129  0.234
44 H 4.2269 -1.0894 1.7664  0.226
45 H 4.4508 -1.9448 6.0685  0.204
46 H 2.9422 -0.9671 6.1163  0.179
47 H 2.8763 -2.7142 5.6625  0.184
48 H 1.0818 -1.3783 4.7182  0.219
49 H -0.6014 -1.4597 2.9020  0.214
50 H -1.9313 0.0740 2.2694  0.224
51 H -4.4029 0.0184 2.0881  0.212
52 H -5.5159 -1.3070 0.2949  0.215
53 H -4.1094 -2.6367 -1.3430  0.216
54 H -2.4482 -3.8591 -2.5301  0.211
55 H -0.4020 -5.1054 -3.3561  0.213
56 H 1.8322 -4.5523 -2.3893  0.214
57 H 2.0854 -2.7402 -0.7501  0.220
58 H -1.2991 2.3735 -3.3869  0.256
59 H -0.7736 4.5173 -4.5527  0.221
60 H 1.6036 5.2809 -4.7321  0.219
61 H 3.4473 3.8498 -3.8078  0.222
62 H 2.8909 1.6965 -2.7031  0.246

Forces on atoms 1 to 2 (eV/Å):
0.2 0.3 -0.1
0.3 -0.3 0.0

The energy above the lowest of the compared OMol25 structures with the same formula, charge and spin comes out at 0.00 kJ/mol. Its net charge is 0. For the HOMO energy, the calculation gives -7.9 eV. Its structure (SMILES) is CCOC(=O)[C@@H](C1(c2ccc(OC)cc2)c2ccccc2-c2ccccc21)S(=O)(=O)c1ccccc1.

=====

Entry 3:
This record from the Open Molecules 2025 dataset describes a structure of composition C30H27AgN5O3S. The level of theory is the ωB97M-V functional and the def2-TZVPD basis.

Each line ends with the natural charge from an NBO analysis.
CARTESIAN COORDINATES (ANGSTROEM)
1 Ag -0.2821 3.2832 0.4127  0.659
2 C -3.9308 -4.0322 -1.7160  -0.246
3 O -3.1535 -3.0781 -1.0273  -0.504
4 C -2.4917 -3.4903 0.0953  0.254
5 C -2.5836 -4.7576 0.6373  -0.298
6 C -1.8532 -5.0804 1.7808  -0.239
7 C -1.0247 -4.1354 2.3500  -0.207
8 C -0.9176 -2.8622 1.7970  -0.282
9 C -1.6645 -2.5085 0.6803  0.207
10 N -1.6356 -1.2705 0.0487  -0.645
11 C -1.0986 -0.0510 0.4733  0.635
12 N -1.1476 0.1441 1.8167  -0.625
13 C -0.5404 1.1071 2.6812  0.128
14 C -0.0629 2.3717 2.3131  -0.419
15 C 0.5183 3.1133 3.3572  -0.255
16 C 0.6082 2.6698 4.6684  -0.243
17 C 0.0947 1.4253 5.0057  -0.289
18 C -0.4752 0.6583 4.0108  0.210
19 O -0.9768 -0.6143 4.2945  -0.551
20 C -2.0299 -0.6264 5.2425  -0.241
21 N -0.6457 0.8029 -0.3619  -0.582
22 C -0.4706 0.4467 -1.7036  0.055
23 C -1.1982 1.1033 -2.6977  -0.165
24 C -1.0221 0.8066 -4.0391  -0.243
25 C -0.1038 -0.1648 -4.4156  -0.243
26 C 0.6471 -0.8104 -3.4449  -0.252
27 C 0.4845 -0.5052 -2.1000  0.258
28 O 1.2416 -1.2299 -1.2117  -0.533
29 C 1.9057 -0.5207 -0.1648  -0.239
30 H -4.3384 -3.5220 -2.5844  0.201
31 H -4.7515 -4.4003 -1.0937  0.172
32 H -3.3201 -4.8779 -2.0445  0.175
33 H -3.2220 -5.5010 0.1820  0.213
34 H -1.9351 -6.0723 2.2053  0.205
35 H -0.4383 -4.3775 3.2268  0.209
36 H -0.2397 -2.1477 2.2399  0.238
37 H -1.9193 -1.2770 -0.9189  0.427
38 H -1.6098 -0.5862 2.3321  0.411
39 H 0.9191 4.0941 3.1263  0.204
40 H 1.0697 3.2887 5.4299  0.196
41 H 0.1501 1.0437 6.0180  0.200
42 H -1.6829 -0.3323 6.2361  0.167
43 H -2.4078 -1.6471 5.2852  0.186
44 H -2.8341 0.0502 4.9381  0.176
45 H -1.8833 1.8809 -2.3868  0.232
46 H -1.5880 1.3500 -4.7843  0.218
47 H 0.0429 -0.4071 -5.4611  0.202
48 H 1.3821 -1.5620 -3.7069  0.212
49 H 2.8747 -1.0023 -0.0337  0.176
50 H 1.3485 -0.5619 0.7712  0.178
51 H 2.0500 0.5248 -0.4292  0.194
52 N 2.4124 4.5437 0.2427  -0.304
53 C 2.9475 3.9294 -0.5670  0.268
54 C 3.4603 3.0243 -1.5596  -0.107
55 C 2.7095 2.8190 -2.7154  -0.178
56 C 3.1369 1.8850 -3.6443  -0.193
57 C 4.3060 1.1683 -3.4246  -0.201
58 C 5.0529 1.3814 -2.2726  -0.222
59 C 4.6313 2.3073 -1.3333  -0.196
60 H 1.7817 3.3621 -2.8514  0.261
61 H 2.5432 1.7048 -4.5300  0.227
62 H 4.6308 0.4318 -4.1485  0.209
63 H 5.9582 0.8140 -2.0989  0.210
64 H 5.1890 2.4680 -0.4203  0.221
65 S -1.2777 5.3202 -3.9365  -0.362
66 C -0.8401 4.6094 -2.5263  0.156
67 N -0.4996 4.0791 -1.5443  -0.686

Forces on atoms 1 to 2 (eV/Å):
0.0 -0.3 -0.1
0.0 0.0 0.0

The energy above the lowest of the compared OMol25 structures with the same formula, charge and spin comes out at 56.54 kJ/mol. Its net charge is -1. For the HOMO energy, the calculation gives -4.4 eV.

=====

Entry 4:
This record from the Open Molecules 2025 dataset describes a structure of composition C30H27BFN10O4SiW. The level of theory is the ωB97M-V functional and the def2-TZVPD basis.

Each line ends with the Löwdin spin population.
CARTESIAN COORDINATES (ANGSTROEM)
1 W -0.1833 -0.1281 -0.1832  1.646
2 C 3.6576 1.1471 -1.5489  0.008
3 C 2.4373 1.3958 -0.9452  0.034
4 N 1.7098 0.2675 -0.9219  0.034
5 N 2.4467 -0.7059 -1.5100  0.009
6 C 3.6225 -0.1945 -1.8927  0.032
7 B 1.9059 -2.1570 -1.7094  0.001
8 N 0.5747 -2.0505 -2.5177  0.006
9 C 0.0813 -2.6732 -3.5971  0.018
10 C -1.2153 -2.2477 -3.8169  0.003
11 C -1.4629 -1.3418 -2.7966  0.024
12 N -0.3882 -1.2340 -2.0090  0.026
13 N 1.4984 -2.7321 -0.3217  0.002
14 C 1.8363 -3.9024 0.2338  0.016
15 C 1.2098 -4.0080 1.4626  0.006
16 C 0.4969 -2.8263 1.5836  0.015
17 N 0.6702 -2.0573 0.5041  0.007
18 N 3.0019 -2.9798 -2.3255  0.000
19 C 3.2942 -3.4283 -3.5807  0.000
20 C 4.5409 -3.9865 -3.5528  0.000
21 C 4.9672 -3.8267 -2.2188  0.000
22 N 4.0560 -3.2150 -1.4906  0.000
23 H 4.4599 1.8430 -1.7162  0.000
24 H 2.0402 2.3107 -0.5361  0.002
25 H 4.3587 -0.8154 -2.3735  0.002
26 H 0.6504 -3.4020 -4.1410  0.001
27 H -1.8821 -2.5614 -4.5998  0.000
28 H -2.3560 -0.7803 -2.5745  0.004
29 H 2.5068 -4.5779 -0.2659  0.001
30 H 1.2737 -4.8287 2.1547  0.000
31 H -0.1476 -2.4773 2.3732  0.001
32 H 2.6392 -3.2983 -4.4213  0.000
33 H 5.0697 -4.4360 -4.3746  0.000
34 H 5.8993 -4.1273 -1.7674  0.000
35 F 0.8196 -2.2094 6.3985  0.133
36 C -0.1942 -2.0483 5.6287  0.320
37 C -0.5164 -0.7794 5.1686  0.108
38 N -1.5614 -0.6084 4.3809  0.233
39 C -1.9034 0.7016 3.8257  0.014
40 C -1.4288 0.8555 2.3960  0.019
41 O -1.7010 1.9452 1.8573  0.001
42 O -0.7927 -0.1022 1.8603  0.018
43 C -2.4001 -1.7118 3.9291  0.006
44 O -3.3030 -1.4823 3.1895  0.066
45 N -2.0512 -2.9397 4.4191  -0.020
46 C -0.9724 -3.2511 5.2493  0.020
47 O -0.7019 -4.3556 5.6044  0.098
48 H 0.0819 0.0793 5.4531  0.001
49 H -1.4685 1.4862 4.4427  0.001
50 H -2.9878 0.8064 3.8343  0.005
51 H -2.6348 -3.7173 4.1234  -0.001
52 C -5.3849 3.0633 -1.8687  0.000
53 C -5.1012 3.4896 -0.5778  0.001
54 C -3.8754 3.1947 -0.0024  0.000
55 C -2.9210 2.4561 -0.7083  0.006
56 C -3.2187 2.0382 -2.0085  0.002
57 C -4.4414 2.3438 -2.5880  0.000
58 Si -1.2508 2.1164 0.0089  0.042
59 C -0.1378 3.5954 0.0904  0.012
60 C 0.6825 3.8856 1.1826  0.004
61 C 1.5859 4.9362 1.1276  0.000
62 C 1.6883 5.7013 -0.0275  0.003
63 C 0.8785 5.4251 -1.1203  0.001
64 C -0.0317 4.3793 -1.0614  0.002
65 H -6.3403 3.3009 -2.3171  0.000
66 H -5.8337 4.0615 -0.0237  0.000
67 H -3.6604 3.5543 0.9973  0.000
68 H -2.4815 1.4939 -2.5886  0.000
69 H -4.6560 2.0269 -3.6000  0.000
70 H -0.5528 1.1139 -1.3487  0.004
71 H 0.6162 3.2960 2.0910  0.000
72 H 2.2086 5.1616 1.9833  0.000
73 H 2.3944 6.5197 -0.0720  0.000
74 H 0.9496 6.0288 -2.0152  0.000
75 H -0.6702 4.1842 -1.9170  0.000

Forces on atoms 1 to 2 (eV/Å):
0.1 -0.2 -0.2
0.0 0.0 0.0

The energy above the lowest of the compared OMol25 structures with the same formula, charge and spin comes out at 0.00 kJ/mol. Its net charge is +2. The expectation value of S² is 3.777. Its multiplicity is 4. For the HOMO energy (alpha / beta), the calculation gives -13.0 / -13.4 eV.

=====

Electronic energy readings, ordered: -11832.98961, -1933.15569, -2204.09811, -2488.83312 hartree